Record 1
{"formula": "C15H19N3O3S", "method": "ωB97M-V with the def2-TZVPD basis set", "homo_lumo_gap_ev": 8.981, "lumo_ev": 0.5934, "smiles": "Cc1sc2ncnc(OCC(=O)NC[C@H]3CCCO3)c2c1C", "relative_energy_kcal_mol": 29.70, "charge": 0, "homo_ev": -8.4, "elements": ["C", "C", "C", "C", "C", "N", "C", "N", "C", "O", "C", "H", "H", "C", "O", "N", "H", "C", "H", "C", "C", "H", "C", "H", "H", "C", "H", "H", "O", "H", "H", "H", "H", "S", "C", "H", "H", "H", "H", "H", "H"], "positions_angstrom": [[-3.00685, -2.73057, -1.32219], [-2.62623, -1.42942, -0.70737], [-1.70441, -0.54143, -1.16473], [-1.59009, 0.59138, -0.30179], [-2.45413, 0.52168, 0.80900], [-2.51243, 1.42994, 1.77390], [-1.67682, 2.43255, 1.64536], [-0.79907, 2.61538, 0.66681], [-0.75345, 1.72710, -0.30890], [0.11062, 1.89381, -1.32383], [1.19816, 2.77471, -1.10475], [1.55430, 3.08166, -2.09066], [0.88132, 3.65427, -0.53782], [2.34795, 2.09279, -0.34529], [3.32083, 2.70808, 0.03081], [2.15072, 0.78061, -0.14864], [1.35752, 0.31786, -0.57225], [3.05900, -0.10176, 0.53775], [2.73530, -0.22606, 1.57833], [3.05159, -1.46375, -0.18006], [3.63711, -2.57805, 0.68857], [3.97974, -3.39583, 0.05496], [2.42727, -3.01490, 1.52090], [2.39903, -2.48363, 2.47142], [2.43918, -4.08229, 1.72838], [1.22487, -2.62050, 0.64618], [0.70489, -3.49091, 0.23608], [0.49861, -2.01745, 1.20498], [1.72252, -1.87501, -0.45582], [4.46688, -2.22927, 1.29797], [3.54891, -1.36355, -1.14959], [4.05592, 0.34338, 0.53117], [-1.69286, 3.18761, 2.41828], [-3.40216, -0.92354, 0.78035], [-0.87653, -0.75064, -2.38960], [-0.61372, 0.20478, -2.83406], [-1.41640, -1.34998, -3.11832], [0.04332, -1.27551, -2.12650], [-3.47267, -2.57257, -2.29538], [-3.71024, -3.25807, -0.68420], [-2.12500, -3.35362, -1.46756]], "forces_ev_per_angstrom": [[0.00, 0.02, -0.05], [0.09, 0.42, 0.22], [-0.21, -0.36, -0.05], [-0.10, 0.32, 0.49], [0.38, -0.02, -0.47], [-0.41, -0.02, 0.48], [-0.15, -0.05, 0.22], [0.47, -0.01, -0.74], [-0.54, -0.03, 0.63], [-0.19, -0.18, -0.19], [0.50, 0.51, 0.13], [-0.03, -0.07, 0.13], [0.15, -0.16, -0.13], [-0.52, 0.02, -0.19], [0.25, 0.31, 0.05], [-0.21, -0.59, -0.12], [0.07, 0.19, 0.04], [0.02, -0.18, -0.11], [0.12, -0.01, 0.00], [0.49, 0.25, 0.15], [-0.17, 0.11, -0.21], [0.05, 0.03, 0.00], [-0.06, 0.07, -0.04], [-0.01, -0.04, 0.02], [0.00, -0.01, 0.06], [-0.34, -0.24, 0.29], [0.01, 0.07, 0.07], [0.04, -0.07, -0.05], [0.00, 0.09, -0.21], [0.09, -0.01, 0.03], [-0.02, 0.01, 0.11], [-0.04, -0.09, 0.05], [-0.01, 0.07, 0.09], [0.27, 0.10, -0.28], [-0.03, -0.06, -0.03], [0.03, -0.05, -0.12], [0.00, -0.05, -0.11], [0.10, 0.00, -0.09], [-0.04, -0.07, -0.04], [-0.05, -0.15, -0.04], [-0.01, -0.10, -0.01]]}

=====

Record 2
{"formula": "C39H60BBr2N10O2", "method": "ωB97M-V with the def2-TZVPD basis set", "homo_lumo_gap_ev": 7.312, "lumo_ev": -2.5084, "charge": 1, "homo_ev": -9.8, "elements": ["C", "C", "C", "C", "C", "N", "C", "C", "N", "N", "N", "C", "N", "N", "C", "C", "Br", "C", "C", "Br", "C", "C", "C", "C", "C", "O", "C", "C", "C", "C", "C", "C", "C", "C", "N", "B", "O", "C", "C", "H", "H", "H", "H", "H", "H", "H", "H", "H", "H", "H", "H", "H", "H", "H", "H", "H", "H", "H", "H", "H", "H", "H", "H", "H", "H", "H", "H", "H", "H", "H", "H", "H", "H", "H", "H", "H", "H", "H", "H", "H", "H", "H", "H", "H", "N", "C", "C", "C", "C", "H", "H", "H", "H", "H", "N", "C", "C", "C", "C", "H", "H", "H", "H", "H", "N", "C", "C", "C", "C", "H", "H", "H", "H", "H"], "positions_angstrom": [[7.05357, 0.77182, 1.34460], [6.58361, 0.19129, 0.40494], [6.01270, -0.52433, -0.74581], [4.68055, 0.09903, -1.22790], [3.46016, -0.84110, -1.10736], [2.57039, -0.45262, -0.01099], [3.12831, -0.53369, 1.32576], [3.29614, -1.99120, 1.85485], [4.72425, -2.32282, 1.84380], [2.67658, -1.97425, 3.18739], [2.54623, -2.95433, 1.06808], [1.34406, -0.06900, -0.21526], [0.75817, -0.00260, -1.44506], [1.35683, 0.82867, -2.42939], [-0.67521, 0.05094, -1.25889], [-1.45608, -0.74696, -2.27898], [-2.94015, 0.21472, -2.97012], [-1.23360, -1.94590, -2.80953], [-2.10562, -2.60352, -3.83850], [0.28717, -2.96729, -2.31375], [-0.88948, -0.18489, 0.28318], [-0.91873, -1.67025, 0.67964], [-0.82490, -1.97374, 2.17804], [-2.10813, -1.84465, 2.99915], [-1.94877, -2.52023, 4.35694], [-0.82579, -2.01633, 5.07559], [-1.98007, 0.69017, 0.89173], [-3.41752, 0.20540, 0.91673], [-4.26634, 0.83515, 1.82433], [-5.59596, 0.48252, 1.91532], [-6.11987, -0.49475, 1.08945], [-5.29616, -1.13650, 0.17646], [-5.83908, -2.20342, -0.73320], [-3.95396, -0.77823, 0.10985], [0.46348, 0.26731, 0.80749], [0.64244, 1.74836, 1.09893], [0.20779, 2.69027, 0.19036], [1.35069, 2.21469, 2.41715], [0.55798, 3.31264, 3.14602], [7.44281, 1.38311, 2.12226], [6.76159, -0.53243, -1.53609], [5.87142, -1.55743, -0.42564], [4.47333, 0.96320, -0.60125], [4.75680, 0.44719, -2.25358], [2.90644, -0.88409, -2.03231], [3.79894, -1.85581, -0.91194], [2.48151, -0.03353, 2.03049], [4.09596, -0.03265, 1.34485], [5.21244, -1.74144, 2.51822], [4.84428, -3.27898, 2.16351], [2.80127, -2.88529, 3.61637], [3.13481, -1.29381, 3.78213], [2.18478, -3.67987, 1.67598], [3.18419, -3.42916, 0.43768], [1.84602, 0.25364, -3.10697], [0.61690, 1.30378, -2.93260], [-0.98570, 1.08348, -1.45172], [-2.26910, -1.93564, -4.68340], [-3.06301, -2.86883, -3.39387], [-1.62860, -3.50242, -4.21568], [-0.05431, -2.14209, 0.21353], [-1.79432, -2.17525, 0.27901], [-0.02918, -1.40950, 2.65319], [-0.52085, -3.02207, 2.24597], [-2.97725, -2.24485, 2.47621], [-2.33137, -0.79571, 3.21498], [-1.78052, -3.58774, 4.23524], [-2.84641, -2.34757, 4.95427], [-0.97645, -1.08347, 5.24659], [-1.99308, 1.64525, 0.36373], [-1.71561, 0.92657, 1.92562], [-3.88442, 1.60067, 2.48770], [-6.23756, 0.97487, 2.63102], [-7.16215, -0.77176, 1.15149], [-5.57221, -2.01163, -1.77138], [-6.92580, -2.21689, -0.67590], [-5.49696, -3.19523, -0.44132], [-3.33223, -1.30471, -0.59644], [-0.54170, 3.19291, 0.52657], [1.48434, 1.36658, 3.08846], [2.34677, 2.58278, 2.16054], [-0.49365, 3.04304, 3.24762], [0.95554, 3.43350, 4.15160], [0.64478, 4.27204, 2.64179], [-6.91253, 1.59340, -4.80751], [-7.87667, 2.51347, -5.11564], [-7.62139, 3.64796, -4.39406], [-6.45516, 3.40389, -3.61940], [-6.04230, 2.12879, -3.89706], [-6.85506, 0.66870, -5.19047], [-8.65774, 2.28412, -5.81945], [-8.20420, 4.55286, -4.41813], [-5.97664, 4.08685, -2.93782], [-5.20673, 1.56300, -3.52390], [0.38697, -0.82996, -5.74129], [0.31124, 0.53907, -5.76682], [0.74282, 0.96091, -6.99469], [1.08492, -0.19775, -7.74323], [0.85570, -1.28487, -6.94436], [0.14031, -1.40993, -4.96055], [-0.04237, 1.08952, -4.91127], [0.80546, 1.98461, -7.32274], [1.45772, -0.22710, -8.75272], [0.98464, -2.33756, -7.12813], [5.57033, 3.22984, 4.51565], [5.92160, 3.44738, 5.82045], [5.62987, 2.31497, 6.53030], [5.08113, 1.37330, 5.61783], [5.05872, 1.96717, 4.38368], [5.67171, 3.89639, 3.77272], [6.34802, 4.38533, 6.13091], [5.79142, 2.17467, 7.58532], [4.74294, 0.37591, 5.84764], [4.72713, 1.60191, 3.42725]], "forces_ev_per_angstrom": [[-0.24, 0.17, -0.19], [0.01, -0.08, -0.08], [0.21, 0.13, 0.32], [-0.21, -0.21, 0.33], [0.59, 0.01, -0.16], [0.03, 0.35, -0.27], [0.20, -0.22, 0.42], [-0.15, 0.02, 0.67], [-0.19, -0.10, -0.17], [0.05, -0.15, -0.37], [0.30, -0.19, -0.12], [-0.28, 0.17, 0.28], [0.26, -0.63, 0.22], [0.39, -0.19, -0.04], [-0.77, 0.75, -0.31], [0.14, -0.25, 0.09], [-0.01, 0.13, -0.02], [-0.05, 0.05, -0.04], [0.34, -0.11, -0.05], [0.09, -0.15, -0.08], [0.80, -0.23, -0.12], [-0.08, -0.04, 0.18], [-0.36, -0.22, -0.06], [0.33, 0.22, 0.33], [-0.07, 0.40, -0.01], [0.14, -0.20, -0.12], [-0.45, 0.10, -0.21], [0.02, 0.12, 0.28], [0.05, 0.04, 0.09], [-0.17, 0.13, 0.11], [0.14, -0.20, -0.17], [-0.14, -0.06, -0.04], [-0.29, 0.12, 0.13], [0.08, -0.11, -0.13], [0.18, 0.16, -0.51], [0.25, 0.37, 0.56], [-0.56, -0.87, -0.01], [-0.36, -0.37, -0.01], [0.31, -0.06, 0.08], [0.10, -0.12, 0.13], [-0.04, 0.01, -0.12], [-0.07, -0.06, -0.10], [0.01, 0.26, -0.21], [0.08, 0.04, -0.05], [-0.17, -0.05, 0.04], [-0.03, -0.05, 0.15], [-0.23, 0.13, -0.19], [0.07, 0.04, -0.15], [0.17, 0.14, -0.16], [0.00, -0.04, 0.00], [-0.01, 0.03, 0.19], [0.00, 0.02, 0.09], [-0.23, 0.11, 0.06], [-0.05, 0.06, -0.11], [-0.26, -0.07, -0.25], [-0.06, 0.15, 0.18], [0.09, 0.10, 0.15], [-0.15, 0.08, 0.02], [-0.12, 0.01, -0.06], [-0.05, -0.12, 0.03], [0.06, 0.05, -0.02], [-0.05, 0.05, -0.12], [0.16, 0.05, -0.05], [0.10, -0.05, 0.01], [-0.04, -0.10, -0.02], [-0.09, 0.07, -0.16], [-0.01, -0.10, 0.09], [-0.17, -0.28, -0.04], [-0.02, 0.09, 0.08], [0.02, 0.01, -0.06], [0.17, -0.13, 0.08], [0.10, 0.07, 0.01], [-0.02, 0.07, 0.07], [-0.09, 0.02, 0.03], [0.13, -0.07, -0.06], [-0.06, -0.03, -0.04], [0.15, -0.06, -0.07], [0.02, -0.02, -0.11], [0.28, 0.60, -0.05], [0.06, -0.02, 0.09], [0.14, 0.09, 0.03], [-0.10, 0.07, -0.01], [-0.03, 0.10, 0.05], [-0.13, 0.05, -0.08], [0.01, 0.02, 0.01], [0.01, -0.03, 0.00], [0.01, 0.01, 0.01], [0.00, 0.01, 0.01], [-0.01, -0.02, -0.02], [0.00, -0.01, -0.02], [-0.01, 0.01, 0.00], [0.00, 0.01, 0.00], [0.00, 0.01, 0.00], [-0.07, 0.01, 0.01], [0.01, 0.00, 0.03], [0.07, -0.06, 0.09], [0.01, 0.02, -0.01], [0.02, 0.01, 0.01], [0.00, 0.00, 0.03], [0.00, -0.02, 0.01], [-0.12, 0.03, -0.12], [-0.02, 0.00, -0.01], [0.00, 0.00, -0.01], [0.00, 0.00, -0.01], [0.02, -0.02, 0.03], [-0.01, 0.02, -0.05], [-0.01, -0.02, 0.01], [-0.02, -0.01, -0.01], [-0.03, 0.02, -0.02], [0.01, 0.01, 0.00], [0.00, 0.00, 0.01], [0.00, 0.00, 0.01], [0.01, 0.00, 0.01], [0.00, -0.02, -0.07]]}